No. 1
Here is C4H4IN3 as an isolated structure from OMol25. Energies are from wB97M-V/def2-TZVPD.

Each line ends with the Mulliken charge.
Cartesian coordinates (Å):
C: 1.482463 0.275631 -1.491111  0.11
C: 0.004169 -0.938332 0.205335  -0.14
C: 0.252784 0.451160 0.764440  -0.74
C: 0.256980 0.236854 -0.755643  -0.12
N: 2.508521 0.306532 -1.983842  -0.39
N: -1.211230 -1.794263 0.230858  0.13
N: -1.069260 -2.819256 0.965525  -0.43
I: -2.744635 -4.007165 0.953699  0.11
H: 0.827838 -1.482351 0.517419  0.50
H: -0.503068 1.031748 1.069502  0.31
H: 1.148017 0.559120 1.367531  0.26
H: -0.530329 0.646857 -1.320932  0.40

Atomic forces in eV per Å
C -0.33 -0.23 0.71
C -1.01 0.54 0.21
C 1.29 -1.87 -1.55
C 0.88 -1.27 1.51
N 1.05 0.06 -0.71
N 0.31 -1.06 1.52
N 0.50 3.24 -2.00
I -0.38 -0.25 0.01
H 1.71 -1.32 -0.22
H -2.87 1.93 1.13
H 0.10 -0.05 -0.48
H -1.25 0.29 -0.15

Properties
ΔE to the lowest compared entry with this formula, charge and spin	1.5425	eV
2S+1	1
maximum force	3.837	eV/Å
frontier orbital gap	9.45	eV


No. 2
Here is a 2-piece molecular cluster, C4H4INO2 overall from OMol25. Energies are from wB97M-V/def2-TZVPD.

Each line ends with the Mulliken charge.
Cartesian coordinates (Å):
C: 0.334149 -1.401804 0.055698  -0.21
C: -0.742094 -1.046582 -0.429010  -0.24
C: 1.669673 0.631967 0.264769  -0.02
C: -1.692197 -0.210533 -0.964664  -0.35
N: 0.422447 0.984947 0.718886  0.00
O: 1.959656 0.783130 -0.863250  -0.47
O: -0.591311 1.490640 0.079930  -0.43
I: -3.541427 -0.034163 -0.159548  0.19
H: 1.199076 -2.064234 0.375544  0.39
H: 2.138692 0.016540 1.076244  0.39
H: -1.433397 0.172865 -1.857832  0.46
H: 0.276736 0.677227 1.703228  0.29

Atomic forces in eV per Å
C 0.35 -1.56 0.48
C 0.28 -0.28 -0.16
C -1.39 -0.95 0.57
C 1.34 -1.19 3.76
N -2.31 0.41 2.07
O 2.02 0.51 -2.13
O 1.48 -1.05 0.25
I -0.51 0.06 0.01
H -1.73 1.31 -0.66
H 0.57 0.79 -0.34
H 0.22 1.47 -3.06
H -0.33 0.48 -0.80

Properties
ΔE to the lowest compared entry with this formula, charge and spin	6.3238	eV
2S+1	1
maximum force	4.162	eV/Å
frontier orbital gap (alpha / beta)	7.52 / 7.83	eV


No. 3
Here is C4H4INO3 as an isolated structure from OMol25. Energies are from wB97M-V/def2-TZVPD.

Each line ends with the Mulliken charge.
Cartesian coordinates (Å):
C: 1.828176 -1.195445 0.831524  -0.09
C: -0.741581 -0.361780 -0.524544  0.50
C: -0.348326 -1.422056 -1.517231  0.34
C: -0.514372 1.889623 -0.152778  -0.60
N: 2.013209 -0.975146 1.944913  -0.18
O: -1.117887 -0.571429 0.595722  -0.49
O: 0.238946 -1.203561 -2.514619  -0.42
O: -0.355128 0.803967 -0.989099  -0.24
I: -1.053341 -3.209270 -0.758667  0.10
H: 0.024200 2.770178 -0.616656  0.25
H: -0.261512 1.669010 0.976976  0.24
H: -1.630891 2.299537 -0.119303  0.27
H: 1.918508 -0.493627 2.843763  0.31

Atomic forces in eV per Å
C -0.10 -0.50 -1.71
C 0.99 0.69 1.26
C -0.31 -0.03 -0.19
C -1.82 3.18 2.33
N -0.08 1.24 2.61
O -0.56 0.12 -0.37
O 0.11 -0.31 -0.26
O -0.11 0.04 -0.86
I -0.15 -1.52 -0.18
H -0.13 -1.30 0.80
H -0.10 0.41 -2.43
H 1.99 -1.27 -0.14
H 0.26 -0.74 -0.88

Properties
ΔE to the lowest compared entry with this formula, charge and spin	0.0000	eV
2S+1	1
maximum force	4.343	eV/Å
frontier orbital gap	9.14	eV


No. 4
Here is C4H4InO6 as an isolated structure from OMol25. Energies are from wB97M-V/def2-TZVPD.

Each line ends with the Mulliken charge.
Cartesian coordinates (Å):
O: 0.911927 -0.112389 -0.942526  -0.43
C: 2.064060 -0.802616 -0.567184  0.80
O: 2.848760 -0.011755 0.064727  -0.44
O: 2.167347 -1.994174 -0.779911  -0.47
In: 1.515823 1.439541 0.279948  1.26
O: -2.056928 1.584193 -0.033008  -0.47
C: -1.018891 1.795504 0.601872  0.87
C: -0.681869 -0.639008 -0.722532  -0.07
O: -0.078049 2.602420 0.342955  -0.49
O: -0.443431 0.675948 1.218648  -0.49
C: -0.918437 -0.611618 0.792602  -0.42
H: -0.847833 -1.671000 -1.058503  0.34
H: -1.114666 -0.134418 -1.591088  0.31
H: -0.372373 -1.384948 1.341824  0.31
H: -1.975433 -0.735687 1.052169  0.39

Atomic forces in eV per Å
O -2.99 -0.55 -0.54
C -1.05 -5.87 -1.31
O 1.62 1.64 1.01
O 0.11 2.59 0.43
In -0.13 0.95 0.84
O 1.66 1.92 2.61
C -3.73 -4.10 -4.09
C 1.52 -2.01 -0.80
O 1.49 3.39 0.19
O 0.79 -0.34 2.20
C -0.51 1.05 -1.19
H 1.11 -0.18 0.16
H -0.24 1.08 1.19
H 0.26 0.31 -0.33
H 0.08 0.14 -0.37

Properties
ΔE to the lowest compared entry with this formula, charge and spin	1.1858	eV
net charge	+1
2S+1	1
maximum force	6.894	eV/Å
frontier orbital gap	8.11	eV


No. 5
Here is C4H4IrLiO5 as an isolated structure from OMol25. Energies are from wB97M-V/def2-TZVPD.

Each line ends with the Mulliken charge.
Cartesian coordinates (Å):
O: -0.144778 -0.866142 1.359214  -0.50
O: -0.068297 0.871880 0.022682  -0.53
C: -0.505368 0.176739 -2.420080  -1.34
C: -1.941102 -0.207782 -2.641160  0.26
O: -2.474534 -0.757043 -1.462884  -0.31
C: 0.480018 0.152713 0.937784  0.99
H: -0.193347 1.196527 -2.663797  0.34
H: 0.205555 -0.637862 -2.238325  0.52
H: -1.996710 -0.944650 -3.465075  0.30
H: -2.519725 0.679845 -2.958997  0.28
O: 2.638685 1.169916 0.663639  -0.84
O: 2.306819 -0.051864 2.473874  -0.82
C: 1.909023 0.448463 1.390784  0.80
Ir: -1.518523 -0.470308 0.039966  0.93
Li: 3.968164 0.964436 2.119725  0.91

Atomic forces in eV per Å
O 1.02 -0.12 1.29
O 2.12 1.18 1.35
C -0.13 0.06 -1.11
C 1.08 1.09 -1.83
O -2.00 -0.98 -0.69
C 2.32 1.09 0.09
H 0.16 -0.62 0.17
H -0.05 0.53 -0.20
H -0.23 0.01 0.52
H 0.01 -0.44 0.36
O -1.01 -0.35 0.02
O -0.82 0.12 -0.62
C 2.13 0.42 0.97
Ir -4.27 -1.86 -0.21
Li -0.31 -0.13 -0.12

Properties
ΔE to the lowest compared entry with this formula, charge and spin	0.0571	eV
net charge	+1
2S+1	6
maximum force	4.658	eV/Å
frontier orbital gap (alpha / beta)	8.67 / 6.64	eV


No. 6
Here is C4H4IrO2 as an isolated structure from OMol25. Energies are from wB97M-V/def2-TZVPD.

Each line ends with the Mulliken charge.
Cartesian coordinates (Å):
C: 0.053876 -2.410554 -0.482193  0.49
O: -0.560890 -2.949398 0.362769  0.04
H: -0.821937 -3.869113 0.623852  0.54
C: 0.493644 -0.333750 -0.792276  -0.50
C: 0.123926 0.601152 0.138633  0.19
C: -0.542273 1.753519 0.371119  0.47
O: -0.264576 2.922898 0.594025  -0.33
Ir: 0.891023 4.268040 0.721408  1.77
H: 1.575814 -0.473815 -0.931579  0.44
H: 0.019503 -0.298605 -1.783805  0.48
H: -0.968111 0.789626 1.178047  0.41

Atomic forces in eV per Å
C -1.34 -1.32 1.79
O 1.56 1.52 -2.06
H -0.51 -1.37 0.53
C 0.88 0.15 -0.51
C -0.82 1.93 -2.27
C 1.45 -4.21 1.34
O -3.43 -2.84 0.09
Ir 3.35 5.25 0.44
H 0.23 -0.62 0.49
H -0.44 0.13 -0.06
H -0.94 1.36 0.21

Properties
ΔE to the lowest compared entry with this formula, charge and spin	0.6104	eV
net charge	+4
2S+1	6
maximum force	6.243	eV/Å
frontier orbital gap (alpha / beta)	7.73 / 7.46	eV